a) Computed, not measured: C3H6O3 in the gas phase, with ωB97M-V with the def2-TZVPD basis set.

ORCA input file:
```
! wB97M-V def2-TZVPD RIJCOSX def2/J DEFGRID3
* xyz 0 1
O 2.002 -0.026 0.106
C 1.012 0.614 -0.628
C -0.974 -0.520 1.508
O -1.683 -0.196 0.456
C -1.263 -0.017 -0.753
O 0.021 -0.329 -1.046
H 2.393 -0.707 -0.458
H 1.414 1.068 -1.545
H 0.579 1.383 0.022
H -1.545 -0.579 2.420
H 0.069 -0.781 1.386
H -2.017 0.058 -1.523
*
```

Properties
- HOMO level (alpha / beta) (eV) = -7.2660 / -7.1012
- frontier orbital gap (alpha / beta) (hartree) = 0.29564 / 0.29141
- molecular weight (g/mol) = 90.08
- LUMO energy (alpha / beta) (eV) = 0.78 / 0.83


b) Computed, not measured: C3H6O3 in the gas phase, with ωB97M-V with the def2-TZVPD basis set.

ORCA input file:
```
! wB97M-V def2-TZVPD RIJCOSX def2/J DEFGRID3
* xyz 0 1
C -1.517 -0.058 1.339
O -0.544 -1.002 0.802
C 0.595 -0.326 0.175
O 0.332 -0.178 -1.205
C 1.210 0.241 -1.977
O 2.290 0.482 -1.705
H -1.042 0.968 1.732
H -2.245 0.123 0.605
H -2.418 -0.251 2.133
H 1.536 -1.024 0.500
H 0.935 0.541 0.505
H 0.868 0.483 -2.903
*
```

Properties
- HOMO level (eV) = -10.4479
- frontier orbital gap (hartree) = 0.41488
- molecular weight (g/mol) = 90.08
- LUMO energy (eV) = 0.84
- structure (SMILES) = COCOC=O


c) Computed, not measured: C3H6O3 in the gas phase, with ωB97M-V with the def2-TZVPD basis set.

ORCA input file:
```
! wB97M-V def2-TZVPD RIJCOSX def2/J DEFGRID3
* xyz 0 1
C 0.014 0.627 0.522
C 1.063 0.514 -0.602
C -1.188 -0.159 0.036
O 1.843 -0.644 -0.471
O -1.978 0.620 -0.719
O -1.360 -1.480 0.042
H 0.471 0.322 1.421
H -0.431 1.748 0.712
H 0.536 0.601 -1.513
H 2.705 -0.522 -0.972
H -2.362 0.096 -1.409
H -0.614 -1.825 0.543
*
```

Properties
- HOMO level (alpha / beta) (eV) = -7.3907 / -6.0073
- frontier orbital gap (alpha / beta) (hartree) = 0.29424 / 0.24470
- molecular weight (g/mol) = 90.08
- LUMO energy (alpha / beta) (eV) = 0.62 / 0.65


d) Computed, not measured: C3H6O3 in the gas phase, with ωB97M-V with the def2-TZVPD basis set.

ORCA input file:
```
! wB97M-V def2-TZVPD RIJCOSX def2/J DEFGRID3
* xyz 0 1
O 0.051 -1.444 -1.753
C -0.470 -0.887 -0.796
C 0.164 -0.744 0.580
O -0.675 -0.704 1.667
C 0.646 0.743 -0.132
O -0.364 1.690 -0.153
H -1.580 -0.756 -0.720
H 0.966 -1.464 0.764
H -1.344 -0.022 1.511
H 1.470 1.355 0.270
H 1.571 0.003 -0.291
H -0.436 2.230 -0.947
*
```

Properties
- HOMO level (eV) = -9.1205
- frontier orbital gap (hartree) = 0.34117
- molecular weight (g/mol) = 90.08
- LUMO energy (eV) = 0.16
- structure (SMILES) = O=C[C@H](O)CO


Relative to the most stable structure, the computed energies are a) 0.0343; b) 0.0000; c) 0.0381; d) 0.0928, all in hartree.


a) Computed, not measured: 2 unconnected molecules or ions with the total composition C3H6O3, with ωB97M-V with the def2-TZVPD basis set.

ORCA input file:
```
! wB97M-V def2-TZVPD RIJCOSX def2/J DEFGRID3
* xyz 0 1
C 0.898 -0.670 -1.638
C 0.508 -1.395 -0.392
O 0.532 -0.862 0.692
H 0.137 -0.984 -2.362
H 1.893 -0.940 -1.977
H 0.783 0.382 -1.389
H 0.309 -2.476 -0.429
O -1.833 0.495 0.978
C -1.431 1.403 1.626
O -0.203 1.986 1.338
H -1.861 1.866 2.520
H 0.269 1.196 1.031
*
```

Properties
- HOMO level (eV) = -10.2554
- frontier orbital gap (hartree) = 0.41256
- molecular weight (g/mol) = 90.08
- LUMO energy (eV) = 0.97
- structure (SMILES) = CC=O.O=CO


b) Computed, not measured: a molecular structure, C3H6O3, with ωB97M-V with the def2-TZVPD basis set.

ORCA input file:
```
! wB97M-V def2-TZVPD RIJCOSX def2/J DEFGRID3
* xyz 0 1
C 0.665 0.578 -1.879
C -1.067 0.310 -0.170
C 0.381 -0.667 1.529
H 0.391 -0.325 -2.357
H 0.977 1.506 -2.557
H 1.630 0.615 -1.306
H -1.918 0.867 0.105
H -0.844 -1.048 -0.106
H 0.923 -0.514 2.589
O -0.526 0.952 -1.050
O -0.171 0.432 1.064
O 0.568 -1.688 0.830
*
```

Properties
- HOMO level (eV) = -9.4679
- frontier orbital gap (hartree) = 0.38102
- molecular weight (g/mol) = 90.08
- LUMO energy (eV) = 0.90


Relative to the most stable structure, the computed energies are a) 0.0000; b) 0.1064, all in hartree.


a) Computed, not measured: C3H6O3 in the gas phase, with ωB97M-V with the def2-TZVPD basis set.

ORCA input file:
```
! wB97M-V def2-TZVPD RIJCOSX def2/J DEFGRID3
* xyz 0 1
O -1.695 1.343 0.264
C -1.196 0.237 0.089
O -1.725 -0.571 -0.823
C -0.040 -0.416 0.792
C 1.138 -0.329 -0.190
O 1.123 1.044 -0.740
H -2.491 -0.170 -1.215
H -0.120 -1.475 1.155
H 0.375 0.356 1.513
H 0.894 -1.016 -1.035
H 2.056 -0.587 0.245
H 1.681 1.585 -0.054
*
```

Properties
- HOMO level (eV) = -10.3191
- frontier orbital gap (hartree) = 0.40456
- molecular weight (g/mol) = 90.08
- LUMO energy (eV) = 0.69
- structure (SMILES) = O=C(O)CCO


b) Computed, not measured: C3H6O3 in the gas phase, with ωB97M-V with the def2-TZVPD basis set.

ORCA input file:
```
! wB97M-V def2-TZVPD RIJCOSX def2/J DEFGRID3
* xyz 0 1
C -0.861 -0.961 1.481
O 0.283 -0.955 0.625
C 0.050 -0.309 -0.537
O -0.890 -0.519 -1.261
C 1.062 0.794 -0.755
O 0.540 1.822 -1.548
H -1.462 -0.070 1.279
H -1.476 -1.849 1.335
H -0.471 -0.912 2.497
H 1.301 1.198 0.232
H 1.985 0.353 -1.163
H -0.060 1.409 -2.185
*
```

Properties
- HOMO level (eV) = -10.5475
- frontier orbital gap (hartree) = 0.41678
- molecular weight (g/mol) = 90.08
- LUMO energy (eV) = 0.79
- structure (SMILES) = COC(=O)CO


c) Computed, not measured: 2 unconnected molecules or ions with the total composition C3H6O3, with ωB97M-V with the def2-TZVPD basis set.

ORCA input file:
```
! wB97M-V def2-TZVPD RIJCOSX def2/J DEFGRID3
* xyz 0 1
C -1.955 -0.798 0.608
O -0.918 0.181 0.638
C 0.138 -0.066 -0.136
O 0.232 -0.956 -0.941
C 1.181 0.984 0.247
O 2.046 0.745 1.048
H -2.410 -0.844 -0.384
H -1.546 -1.774 0.876
H -2.670 -0.462 1.356
H 1.043 1.978 -0.221
H 2.176 0.526 -1.813
H 2.685 0.486 -1.278
*
```

Properties
- HOMO level (eV) = -10.1200
- frontier orbital gap (hartree) = 0.39831
- molecular weight (g/mol) = 90.08
- LUMO energy (eV) = 0.72
- structure (SMILES) = COC(=O)C=O.[H][H]


d) Computed, not measured: C3H6O3 in the gas phase, with ωB97M-V with the def2-TZVPD basis set.

ORCA input file:
```
! wB97M-V def2-TZVPD RIJCOSX def2/J DEFGRID3
* xyz 0 1
O -1.649 0.474 -0.436
C -0.982 -0.859 0.435
C 0.482 -0.608 0.091
O 0.594 -0.437 -1.319
C 1.094 0.609 0.752
O 1.583 1.521 0.118
H -0.963 0.491 -1.154
H -2.364 -0.067 -0.805
H -1.153 -0.485 1.461
H 1.024 -1.501 0.446
H 1.296 0.226 -1.447
H 1.038 0.635 1.858
*
```

Properties
- HOMO level (eV) = -8.0343
- frontier orbital gap (hartree) = 0.31443
- molecular weight (g/mol) = 90.08
- LUMO energy (eV) = 0.52


Relative to the most stable structure, the computed energies are a) 0.0000; b) 0.0030; c) 0.0528; d) 0.1311, all in hartree.


a) Computed, not measured: 2 unconnected molecules or ions with the total composition C3H4N2OS2, with ωB97M-V with the def2-TZVPD basis set.

ORCA input file:
```
! wB97M-V def2-TZVPD RIJCOSX def2/J DEFGRID3
* xyz 0 1
C -1.674 0.289 0.181
C -0.203 0.587 -0.022
C 3.427 -0.978 0.110
H -3.850 -1.881 -0.722
H -2.323 1.147 0.792
H 4.382 -0.517 0.081
H 3.265 -2.110 0.581
N -2.134 -0.877 -0.176
N 2.342 -0.298 -0.216
O -3.509 -0.899 0.100
S 0.189 2.112 -0.037
S 0.801 -0.901 0.012
*
```

Properties
- HOMO level (eV) = -8.8687
- frontier orbital gap (hartree) = 0.30003
- molecular weight (g/mol) = 148.21
- LUMO energy (eV) = -0.70


b) Computed, not measured: a molecular structure, C3H4N2OS2, with ωB97M-V with the def2-TZVPD basis set.

ORCA input file:
```
! wB97M-V def2-TZVPD RIJCOSX def2/J DEFGRID3
* xyz 0 1
C 0.387 -0.312 0.405
C -1.897 -0.429 -0.226
C -0.809 0.472 0.459
H 3.651 0.551 -0.490
H -2.990 -0.147 -0.857
H -0.859 0.652 1.465
H 0.420 1.806 -0.343
N 1.531 0.152 0.227
N -1.727 -1.644 -0.355
O -0.617 1.602 -0.255
S 3.010 -0.730 -0.173
S -0.101 -1.974 0.142
*
```

Properties
- HOMO level (eV) = -9.0099
- frontier orbital gap (hartree) = 0.33957
- molecular weight (g/mol) = 148.21
- LUMO energy (eV) = 0.23


Relative to the most stable structure, the computed energies are a) 0.0834; b) 0.0000, all in hartree.


a) Computed, not measured: 2 unconnected molecules or ions with the total composition C2H4NO, with ωB97M-V with the def2-TZVPD basis set.

ORCA input file:
```
! wB97M-V def2-TZVPD RIJCOSX def2/J DEFGRID3
* xyz 1 1
C -1.344 -0.363 -0.121
C 1.210 0.890 -0.178
N -1.050 -1.367 0.405
O -0.642 -2.362 0.820
H -1.937 0.479 -0.359
H 1.764 0.143 0.373
H 1.127 0.792 -1.253
H 0.872 1.789 0.313
*
```

Properties
- HOMO level (alpha / beta) (eV) = -15.7883 / -15.5737
- frontier orbital gap (alpha / beta) (hartree) = 0.26876 / 0.24069
- molecular weight (g/mol) = 58.06
- LUMO energy (alpha / beta) (eV) = -8.48 / -9.02


b) Computed, not measured: a gas-phase ion, C2H4NO (charge +1), with ωB97M-V with the def2-TZVPD basis set.

ORCA input file:
```
! wB97M-V def2-TZVPD RIJCOSX def2/J DEFGRID3
* xyz 1 1
C -0.734 -0.714 -0.089
C -0.119 0.620 0.035
N 1.287 0.384 -0.096
O 2.061 -0.459 0.033
H -0.343 -1.414 0.669
H -1.291 -1.050 -0.968
H -0.398 1.560 -0.560
H -0.462 1.074 0.977
*
```

Properties
- HOMO level (alpha / beta) (eV) = -16.8075 / -15.2752
- frontier orbital gap (alpha / beta) (hartree) = 0.33621 / 0.27197
- molecular weight (g/mol) = 58.06
- LUMO energy (alpha / beta) (eV) = -7.66 / -7.87


c) Computed, not measured: a gas-phase ion, C2H4NO (charge +1), with ωB97M-V with the def2-TZVPD basis set.

ORCA input file:
```
! wB97M-V def2-TZVPD RIJCOSX def2/J DEFGRID3
* xyz 1 1
C -1.600 -0.241 -0.093
N -0.605 0.321 -0.545
C 0.930 0.436 0.127
O 1.629 -0.510 -0.303
H -2.457 -0.068 -0.768
H -1.623 -0.790 0.842
H 1.182 1.259 0.860
H 2.544 -0.407 -0.119
*
```

Properties
- HOMO level (eV) = -15.7535
- frontier orbital gap (hartree) = 0.33956
- molecular weight (g/mol) = 58.06
- LUMO energy (eV) = -6.51
- structure (SMILES) = C=[N+]=CO


Relative to the most stable structure, the computed energies are a) 0.1218; b) 0.1046; c) 0.0000, all in hartree.


a) Computed, not measured: 13 unconnected molecules or ions with the total composition H28NO12, with ωB97M-V with the def2-TZVPD basis set.

ORCA input file:
```
! wB97M-V def2-TZVPD RIJCOSX def2/J DEFGRID3
* xyz 1 1
N 0.038 0.248 -0.362
H 0.037 1.051 -0.940
H -0.949 0.211 0.203
H 0.694 0.158 0.206
H -0.063 -0.605 -0.980
O -2.423 0.033 3.012
H -2.631 0.204 3.993
H -1.678 0.462 2.845
O 1.930 -1.624 -1.873
H 1.988 -2.433 -1.947
H 2.142 -1.567 -2.916
O 0.853 3.339 0.285
H 0.534 2.855 0.958
H 0.193 3.975 -0.150
O -0.630 -1.659 2.090
H -1.286 -1.081 2.531
H -0.252 -2.141 2.743
O -2.206 2.449 -1.294
H -2.647 2.674 -2.138
H -2.286 3.028 -0.651
O 1.136 1.106 -3.141
H 2.112 1.340 -2.841
H 1.439 0.550 -3.881
O 3.216 -0.246 0.734
H 3.091 -0.921 1.431
H 4.142 0.038 0.942
O 2.278 0.811 2.979
H 2.444 1.066 2.114
H 2.818 1.438 3.402
O -0.460 -3.515 -2.896
H -0.623 -2.838 -3.331
H -0.951 -3.166 -2.174
O -1.463 -3.041 -0.121
H -1.152 -2.498 0.790
H -2.351 -3.145 0.130
O -2.071 -0.621 -2.310
H -2.944 -0.790 -1.850
H -1.820 0.328 -2.304
O -0.191 1.285 1.999
H -0.616 2.152 2.283
H 0.607 1.087 2.431
*
```

Properties
- HOMO level (eV) = -13.1087
- frontier orbital gap (hartree) = 0.36889
- molecular weight (g/mol) = 234.22
- LUMO energy (eV) = -3.07


b) Computed, not measured: 13 unconnected molecules or ions with the total composition H28NO12, with ωB97M-V with the def2-TZVPD basis set.

ORCA input file:
```
! wB97M-V def2-TZVPD RIJCOSX def2/J DEFGRID3
* xyz 1 1
N -0.308 0.398 0.194
H -1.185 0.688 -0.436
H 0.533 0.708 -0.255
H -0.317 -0.574 0.368
H -0.665 0.978 0.875
O -1.835 -0.644 -2.217
H -2.430 -1.408 -2.123
H -1.227 -1.120 -2.860
O -1.958 3.108 0.227
H -2.691 2.563 0.485
H -1.998 2.974 -0.782
O 0.250 0.920 3.219
H 0.458 -0.007 3.453
H 0.757 1.498 3.766
O -2.120 1.678 -2.543
H -2.416 0.879 -2.978
H -2.859 2.260 -2.417
O 2.678 0.841 1.790
H 2.723 -0.128 2.117
H 2.005 1.264 2.279
O -0.747 -2.334 0.853
H -1.565 -2.130 0.435
H -1.029 -2.204 1.704
O 2.007 -1.054 -1.058
H 2.802 -1.161 -0.584
H 1.558 -1.958 -1.422
O -3.043 -0.885 0.459
H -3.446 -1.405 -0.329
H -3.456 -0.127 0.307
O 0.855 -3.794 -1.127
H 0.910 -4.733 -0.764
H 0.353 -3.183 -0.539
O 2.993 1.408 -1.108
H 3.491 1.353 -1.883
H 3.421 0.887 -0.380
O 0.840 3.107 -1.471
H 1.463 2.300 -1.574
H 0.129 3.041 -2.066
O 1.637 -0.979 2.833
H 0.925 -1.626 2.532
H 2.493 -1.384 3.034
*
```

Properties
- HOMO level (eV) = -13.1918
- frontier orbital gap (hartree) = 0.35227
- molecular weight (g/mol) = 234.22
- LUMO energy (eV) = -3.61


Relative to the most stable structure, the computed energies are a) 0.0462; b) 0.0000, all in hartree.